1.
{
  "formula": "C8H16N",
  "method": "ωB97M-V/def2-TZVPD",
  "e_lumo_ev": -3.17,
  "charge": 1,
  "de_lowest_kj_mol": 424.15,
  "gap_ev": 10.76,
  "symbols": ["N", "C", "C", "C", "C", "C", "C", "C", "C", "H", "H", "H", "H", "H", "H", "H", "H", "H", "H", "H", "H", "H", "H", "H", "H"],
  "xyz": [[0.99399, -1.64081, -0.20103], [1.84592, 1.19440, -0.69804], [0.44379, -0.24640, -0.59912], [-0.12219, -1.75786, 0.84326], [-1.97656, -0.11159, 0.41427], [1.41089, 2.36106, -0.44345], [-0.44182, -0.26912, 0.62460], [-0.20473, -0.39074, -1.84573], [-0.07671, 0.64151, 1.71534], [-0.92139, -2.49912, 0.59785], [-1.06498, -1.04159, -1.67747], [0.38371, 2.40071, -0.29295], [-0.47492, 0.49994, -2.37557], [1.99894, -1.63450, 0.25039], [1.03764, -2.36722, -0.89751], [0.61107, 0.25821, 2.47324], [-2.14453, 0.97190, 0.13933], [0.48042, -0.76251, -2.52989], [2.77494, 0.74738, -1.04976], [0.17785, -2.14378, 1.78460], [0.57475, 1.41041, 1.28721], [-0.92946, 1.09445, 2.26924], [-2.39196, -0.63199, -0.41012], [2.03517, 3.20126, -0.61250], [-2.24740, -0.29067, 1.47976]],
  "lowdin_charge": [0.140, 0.033, -0.278, -0.019, -0.010, -0.017, -0.520, -0.044, -0.047, 0.154, 0.103, 0.061, 0.117, 0.232, 0.162, 0.103, 0.120, 0.084, 0.088, 0.120, 0.046, 0.114, 0.060, 0.084, 0.113]
}

***

2.
{
  "formula": "C8H16N2",
  "method": "ωB97M-V/def2-TZVPD",
  "e_lumo_ev": 0.84,
  "charge": 0,
  "de_lowest_kj_mol": 17.11,
  "gap_ev": 9.51,
  "smiles": "Cc1c[nH]cn1.CCCC",
  "symbols": ["N", "N", "C", "C", "C", "C", "C", "C", "C", "C", "H", "H", "H", "H", "H", "H", "H", "H", "H", "H", "H", "H", "H", "H", "H", "H"],
  "xyz": [[2.39670, 1.06634, -0.03100], [0.33999, 1.84930, 0.24253], [2.50032, 2.12591, 0.83765], [0.72152, -0.42377, 2.36541], [1.02600, 1.43145, 4.07470], [1.08203, 0.93586, -0.36277], [0.03965, 0.65750, 3.20069], [-0.26484, -1.19771, 1.49140], [0.74073, 3.74417, 1.83318], [1.21405, 2.60118, 0.99716], [3.16559, 0.48159, -0.36775], [-1.02421, -1.68921, 2.12258], [0.72285, 0.16457, -1.04409], [-0.47937, 1.35952, 2.52007], [0.01384, 3.39300, 2.58480], [1.53722, 0.74297, 4.76843], [0.25290, 4.50459, 1.20040], [0.25526, -1.97043, 0.90062], [-0.72700, 0.18198, 3.84224], [1.48816, 0.05175, 1.72386], [1.78536, 1.92294, 3.44351], [1.24053, -1.12579, 3.04603], [0.50590, 2.20417, 4.66548], [-0.77606, -0.50923, 0.79767], [1.58945, 4.21466, 2.35751], [3.45501, 2.44315, 1.25721]],
  "lowdin_charge": [0.026, 0.104, -0.081, -0.285, -0.124, -0.221, -0.283, -0.127, -0.052, -0.384, 0.161, 0.073, 0.128, 0.084, 0.064, 0.076, 0.083, 0.071, 0.113, 0.068, 0.051, 0.114, 0.074, 0.059, 0.085, 0.123]
}

***

3.
{
  "formula": "C8H16N2O2",
  "method": "ωB97M-V/def2-TZVPD",
  "e_lumo_ev": [-6.23, -11.27],
  "charge": 2,
  "gap_ev": [8.07, 5.31],
  "multiplicity": 3,
  "symbols": ["O", "O", "N", "N", "C", "C", "C", "C", "C", "C", "C", "C", "H", "H", "H", "H", "H", "H", "H", "H", "H", "H", "H", "H", "H", "H", "H", "H"],
  "xyz": [[-1.82110, 3.03550, 3.75017], [-1.87932, 1.66167, 1.96044], [2.67585, -1.22899, -3.23840], [-0.50512, -0.56105, 1.26677], [-0.58875, 2.44622, 4.22831], [-0.50340, -0.44932, -0.02387], [-2.37440, 2.50740, 2.66731], [0.74570, -0.60229, -0.80181], [1.87950, -2.22141, -2.44162], [-1.64516, 0.10624, -0.69474], [0.57758, -1.68680, -2.01925], [-2.67693, 0.39380, -1.29086], [0.06413, -2.46414, -1.57766], [1.46300, -0.97349, -0.12068], [-1.40111, -0.34431, 1.84742], [-0.74467, 1.33150, 4.34990], [3.44184, -1.63219, -3.75209], [2.46223, -2.63914, -1.47145], [0.14679, 2.69167, 3.49933], [-0.37738, 3.00952, 5.13385], [2.03601, -0.94104, -4.02758], [1.74956, -3.19051, -2.97753], [0.21972, -0.85479, 1.82691], [-3.41613, 0.94846, -1.89678], [-3.24949, 3.04345, 2.41027], [0.98198, 0.33176, -1.20202], [2.83002, -0.43354, -2.67091], [-0.09096, -1.28418, -2.73345]],
  "lowdin_spin": [0.004, 0.041, 0.000, 0.405, 0.000, 0.291, 0.004, 0.025, 0.002, 0.502, 0.015, 0.658, 0.001, -0.001, 0.001, 0.000, 0.000, 0.000, 0.000, 0.000, 0.000, 0.000, 0.013, 0.026, 0.002, 0.008, 0.000, 0.001]
}

***

4.
{
  "formula": "C8H16N2O2S",
  "method": "ωB97M-V/def2-TZVPD",
  "e_lumo_ev": 0.64,
  "charge": 0,
  "de_lowest_kj_mol": 384.76,
  "gap_ev": 8.79,
  "smiles": "C=C1N(C)CN(S(C)(=O)=O)C1(C)C",
  "symbols": ["S", "O", "O", "N", "N", "C", "C", "C", "C", "C", "C", "C", "C", "H", "H", "H", "H", "H", "H", "H", "H", "H", "H", "H", "H", "H", "H", "H", "H"],
  "xyz": [[-2.35440, 0.32435, -0.12905], [-2.65504, 1.37001, -1.11170], [-2.73756, -1.07487, -0.47281], [-0.71580, 0.32372, 0.05690], [1.41106, 1.15948, -0.01840], [1.57802, -0.21883, 0.00053], [0.04488, 1.53861, -0.26856], [-0.16257, -1.82267, 1.09749], [2.70018, -0.97176, 0.06548], [0.10930, -1.65028, -1.39770], [2.32638, 2.03013, -0.67929], [-3.09301, 0.67241, 1.47780], [0.13810, -0.91117, -0.11475], [1.73705, 2.51314, -1.52140], [-0.67631, -2.72312, 0.90309], [2.59621, -1.96974, 0.09595], [-0.83424, -2.21485, -1.65845], [-0.04266, 1.76919, -1.33185], [0.71954, -2.09777, 1.67062], [-0.82189, -1.31405, 1.81685], [3.71840, -0.48833, 0.25819], [2.56441, 2.78622, 0.10431], [0.84414, -2.47942, -1.26220], [-2.57810, 1.50992, 1.93137], [-0.34371, 2.40621, 0.38575], [-3.11989, -0.23349, 1.98913], [-4.11857, 1.08663, 1.17003], [0.42282, -0.91680, -2.24328], [3.34326, 1.59713, -0.81403]],
  "lowdin_charge": [0.655, -0.317, -0.328, -0.189, -0.147, -0.244, -0.179, -0.017, 0.049, -0.046, -0.060, -0.118, -0.452, 0.105, 0.066, 0.004, 0.096, 0.112, 0.080, 0.077, 0.085, 0.094, 0.094, 0.061, 0.160, 0.033, 0.102, 0.129, 0.094]
}